99
Properties=species:S:1:pos:R:3 method="wB97M-V/def2-TZVPD" largest_force_ev_per_a=1.33 e_homo_ev=-12.65 total_charge=+2 homo_lumo_gap_ev=4.93 e_tot_ev=-159855.912
V -0.23277 0.54462 -0.61202
O -1.98383 -0.23216 0.36024
C -3.22363 0.45175 0.32053
C -4.36556 -0.30115 0.14000
C -5.59185 0.34443 0.06167
C -5.65904 1.72794 0.13912
C -4.49893 2.46846 0.30935
C -3.26499 1.83808 0.41503
C -2.01921 2.65086 0.63790
O -0.99159 1.98381 -0.12407
N -1.54214 2.75249 1.97505
N -1.54706 1.49939 2.56463
C -1.54439 1.44873 3.83394
C -1.55923 0.18923 4.55749
Br -1.95241 -1.34692 3.51691
C -1.38325 0.16092 5.88386
C -1.33405 -0.96199 6.81969
C -0.71470 -2.17370 6.51053
C -0.67641 -3.19168 7.44877
C -1.25750 -3.01477 8.69671
C -1.86016 -1.80702 9.01863
C -1.88228 -0.77949 8.09150
H -1.75366 -0.40835 1.29946
H -4.28633 -1.37786 0.06213
H -6.49424 -0.23807 -0.06625
H -6.61333 2.23153 0.06520
H -4.55339 3.54969 0.36577
H -2.10999 3.65445 0.22211
H -2.03468 3.46168 2.50894
H -1.54176 2.34956 4.45209
H -1.28805 1.14442 6.34006
H -0.23758 -2.31248 5.55003
H -0.18743 -4.12657 7.20910
H -1.22762 -3.81411 9.42542
H -2.30433 -1.66313 9.99442
H -2.34184 0.16765 8.34802
O -0.51622 -0.03381 -2.16506
C -0.63573 0.62380 -3.51525
C -0.43203 2.11560 -3.20346
C 0.87791 2.41963 -2.52947
C 1.72923 3.39526 -3.01221
C 2.89368 3.68787 -2.32244
C 3.19402 2.98351 -1.17097
C 2.33121 1.99589 -0.72794
C 2.61372 1.22508 0.53734
C 2.42409 -0.29273 0.41099
O 0.97132 -0.40675 0.10360
C 2.66504 -1.02917 1.71702
C 3.86913 -0.81874 2.38597
C 4.17135 -1.54438 3.52607
C 3.28072 -2.49768 4.00019
C 2.08664 -2.71455 3.33318
C 1.77698 -1.98300 2.19454
C 3.16953 -0.96691 -0.72431
C 2.82002 -2.27571 -1.05869
C 3.56776 -2.98770 -1.97633
C 4.67737 -2.40205 -2.57548
C 5.02946 -1.10460 -2.25106
C 4.28186 -0.38974 -1.32212
N 1.19973 1.74137 -1.41135
C 0.48010 0.04422 -4.36140
C 1.00443 0.79888 -5.40918
C 1.95952 0.25761 -6.25468
C 2.39517 -1.04473 -6.06746
C 1.87027 -1.80149 -5.03175
C 0.91987 -1.26151 -4.17805
C -2.03233 0.34459 -4.02394
C -3.13526 0.63524 -3.22340
C -4.41929 0.42365 -3.69319
C -4.61510 -0.07173 -4.97664
C -3.52232 -0.35786 -5.77749
C -2.23205 -0.15724 -5.30358
H -1.26046 2.45689 -2.58011
H -0.49592 2.67956 -4.13076
H 1.46856 3.92453 -3.91804
H 3.56214 4.45881 -2.68256
H 4.09602 3.18940 -0.61125
H 1.94281 1.57442 1.32960
H 3.62459 1.45267 0.86693
H 4.59452 -0.10638 2.01129
H 5.10938 -1.37394 4.03726
H 3.52414 -3.07478 4.88235
H 1.39085 -3.46095 3.69493
H 0.84367 -2.16981 1.68102
H 1.97418 -2.74933 -0.57544
H 3.29631 -4.00839 -2.21446
H 5.27238 -2.96402 -3.28372
H 5.89899 -0.64649 -2.70401
H 4.60956 0.60628 -1.05637
H 0.65037 1.80362 -5.60489
H 2.35109 0.85021 -7.07100
H 3.13266 -1.47084 -6.73488
H 2.19205 -2.82301 -4.89164
H 0.50892 -1.86882 -3.38368
H -3.00596 1.02910 -2.22242
H -5.26597 0.64804 -3.05762
H -5.61787 -0.23341 -5.34923
H -3.66780 -0.74647 -6.77645
H -1.38982 -0.39725 -5.93884

---

13
Properties=species:S:1:pos:R:3 method="wB97M-V/def2-TZVPD" de_lowest_ev=1.9630 largest_force_ev_per_a=2.49 e_homo_ev=-2.41 total_charge=-1 homo_lumo_gap_ev=6.82 e_tot_ev=-8356.113
O -1.56928 1.43710 0.18183
C -1.82587 0.18752 0.13951
C -0.94366 -0.79689 -0.18300
C 0.52723 -0.59584 -0.50536
C 1.44736 0.27535 0.30962
O 1.10949 1.65251 0.21974
H -2.86373 -0.04948 0.42895
H -1.29693 -1.79170 0.06915
H 0.57254 -0.41619 -1.58944
H 0.90639 -1.63952 -0.51283
H 2.47052 -0.05893 0.10459
H 1.30923 0.11805 1.38872
H 0.15670 1.67802 -0.05148

---

6
Properties=species:S:1:pos:R:3 method="wB97M-V/def2-TZVPD" smiles="C#C.O=S" de_lowest_ev=2.9610 largest_force_ev_per_a=2.10 e_homo_ev="-9.30 / -9.30" homo_lumo_gap_ev="7.79 / 7.77" e_tot_ev=-14984.750
C -0.79742 0.52569 0.07220
C -1.50298 -0.42378 -0.03271
H -0.44358 1.52116 0.15860
H -2.08870 -1.33601 -0.12771
O 2.10624 -0.81167 -0.01487
S 2.72643 0.52461 -0.05551

---

14
Properties=species:S:1:pos:R:3 method="wB97M-V/def2-TZVPD" smiles=C1CC2(C1)CO2 de_lowest_ev=4.5228 largest_force_ev_per_a=2.99 e_homo_ev=-9.77 homo_lumo_gap_ev=10.87 e_tot_ev=-7357.732
C 1.19161 0.51751 -0.82111
C 1.01369 -0.23407 0.51842
C -0.48511 -0.20339 0.26185
C -0.27246 0.16809 -1.19662
C -1.53242 0.24537 1.17921
O -1.19662 -1.31456 0.72715
H 1.96943 0.14440 -1.48907
H 1.33429 1.58879 -0.66251
H 1.35497 -1.27461 0.45698
H 1.39828 0.21567 1.43656
H -0.34643 -0.72419 -1.82315
H -0.90628 0.96220 -1.60151
H -1.17056 0.41475 2.20413
H -2.35240 -0.50595 0.80967